No. 1
The following is a quantum chemistry calculation of the ion C7H13N with charge +1 at a distorted geometry, from OMol25.

The geometry in XYZ format:
```
21
Properties=species:S:1:pos:R:3:forces:R:3:nbo_charge:R:1
C 1.1217 -0.1330 1.4223 1.005 0.936 1.149 -0.62
C 0.0164 -0.4548 0.4145 1.727 0.396 -1.591 -0.29
N -1.4235 -0.1552 2.3346 0.318 -0.015 0.150 -0.40
C -1.3382 0.0583 0.9304 -1.153 1.400 -2.318 -0.11
C 0.5009 -0.0007 -1.0245 -1.339 -3.477 2.837 0.26
C 0.9717 -0.9488 -1.9338 1.883 -1.408 -2.119 -0.37
C 1.5796 -0.7598 -3.2367 0.587 -0.142 3.978 0.03
C -1.6146 1.6113 0.6382 -0.918 -1.034 0.645 -0.63
H 0.8228 -0.7216 2.3212 0.593 0.673 -0.528 0.27
H 2.1922 -0.2814 1.1973 -0.615 -0.777 -0.483 0.23
H 1.1497 0.9332 1.6720 -0.536 -0.087 0.230 0.23
H -2.0490 -0.4245 0.2008 0.035 -0.089 1.321 0.19
H -0.0532 -1.5161 0.5006 -0.030 -0.982 -0.823 0.23
H 0.4578 1.0198 -1.1201 0.061 2.460 -0.960 0.21
H -2.1678 -0.7584 2.6942 -0.198 0.123 -0.645 0.35
H 1.1190 -2.0112 -1.5508 -0.700 1.503 -0.420 0.25
H 1.7334 0.2315 -3.6666 -0.545 -0.294 -0.274 0.23
H 2.2514 -1.6002 -3.5600 -1.257 0.784 -0.269 0.24
H -0.7723 2.2845 0.7284 0.250 -0.020 0.334 0.22
H -2.4007 1.8573 1.3735 0.521 0.364 -0.266 0.25
H -2.0972 1.7698 -0.3353 0.311 -0.313 0.053 0.22
```
Forces are in eV/Å.

Computed properties:
total charge: +1
⟨S²⟩: 0.75
HOMO energy (spin up / spin down): -13.7 / -13.4 eV
2S+1: 2
Kohn-Sham gap (spin up / spin down): 6.37 / 6.13 eV

---

No. 2
The following is a quantum chemistry calculation of a cluster of 3 separate species, C18H53FN6O3P3 in total at a distorted geometry, from OMol25.

The geometry in XYZ format:
```
84
Properties=species:S:1:pos:R:3:forces:R:3:mulliken_charge:R:1
C -0.1902 5.2119 1.5981 -0.012 -0.074 0.115 -0.77
C 0.6046 6.2023 0.7641 -0.434 0.348 0.200 -0.26
O 1.8626 6.4909 1.3489 0.010 -0.154 -0.235 -0.42
C 2.9774 5.8898 0.6953 0.520 -0.147 0.349 -0.77
C 2.9970 4.3665 0.6130 -0.035 0.151 -0.129 -1.06
P 2.3250 3.5478 -1.0354 0.116 -0.122 -0.181 -0.50
C 2.3185 1.7679 -0.2270 -0.078 0.160 -0.249 -0.20
C 0.9413 1.1523 -0.1269 -0.075 -0.290 0.069 -1.01
F 3.0782 0.9065 -1.0760 0.106 -0.130 0.084 -0.29
H -1.1767 5.0238 1.1691 0.012 0.029 -0.100 0.20
H 0.3187 4.2556 1.6919 0.045 -0.022 -0.076 0.09
H -0.3379 5.6231 2.5995 0.031 -0.010 0.035 0.35
H 0.6911 5.8923 -0.2788 0.192 -0.194 0.041 0.24
H 0.0402 7.1440 0.7698 0.066 0.059 -0.099 0.35
H 3.8361 6.2117 1.2935 -0.078 0.145 0.059 0.34
H 3.1339 6.3249 -0.3022 -0.271 -0.021 -0.079 0.36
H 4.0554 4.0780 0.6365 -0.008 -0.104 -0.075 0.52
H 2.5532 3.9381 1.5183 -0.141 0.062 -0.007 0.43
H 3.7198 3.3084 -1.4730 0.005 0.009 0.070 -0.02
H 1.8751 2.9154 -2.2999 -0.132 -0.026 0.075 0.13
H 0.9169 3.7260 -0.6159 0.003 0.053 0.048 -0.16
H 2.3024 4.8619 -1.7050 0.019 0.018 0.055 0.20
H 2.8454 1.7528 0.7312 0.018 0.040 0.019 0.42
H 0.7181 0.6733 -1.0827 -0.038 0.035 -0.039 0.24
H 0.8748 0.3892 0.6575 0.002 -0.055 -0.033 0.26
H 0.1549 1.8879 0.0530 0.126 0.148 0.070 0.31
O -3.8624 2.2529 1.7308 -0.890 -0.645 2.228 -0.82
P -4.6293 1.2117 1.0222 0.522 0.304 -4.557 0.44
N -3.4827 0.1222 0.4207 0.001 -0.171 0.447 0.33
C -3.7666 -0.9311 -0.5368 -0.158 -0.278 0.003 -0.75
C -2.4716 -0.3165 1.3785 0.371 0.259 0.203 -0.94
N -5.3496 2.0850 -0.2650 0.224 0.059 -0.013 0.29
C -5.2420 1.6502 -1.6459 -0.272 -0.182 -0.038 -1.16
C -5.2401 3.5384 -0.1729 0.091 0.124 0.045 -1.07
N -5.9574 0.1492 1.2187 -0.069 0.775 2.088 0.11
C -7.2984 0.7624 1.2270 -0.153 -0.009 -0.230 -0.99
C -5.8225 -0.6251 2.4742 0.269 -0.369 -0.220 -1.01
H -4.3526 -1.7593 -0.1136 0.006 0.029 0.035 0.25
H -2.8183 -1.3420 -0.8884 0.045 0.036 0.079 0.35
H -4.2805 -0.5653 -1.4165 -0.057 -0.005 0.095 0.15
H -2.8211 -1.1406 2.0175 0.014 -0.062 -0.103 0.31
H -2.1683 0.5024 2.0277 -0.101 0.081 -0.062 0.37
H -1.5776 -0.6561 0.8528 -0.046 0.019 -0.095 0.07
H -4.2065 1.6384 -2.0075 -0.020 -0.027 -0.035 0.33
H -5.8136 2.3286 -2.2832 0.035 0.081 0.059 0.40
H -5.6885 0.6645 -1.7848 0.038 0.009 0.033 0.32
H -4.2589 3.9095 -0.4895 -0.005 0.019 0.024 0.35
H -5.4161 3.8801 0.8429 0.073 -0.038 0.025 0.33
H -6.0046 3.9908 -0.8108 0.006 -0.080 -0.058 0.34
H -7.3917 1.5773 1.9518 -0.034 -0.018 0.033 0.33
H -8.0274 -0.0094 1.4809 0.077 -0.040 0.091 0.41
H -7.5585 1.1408 0.2442 0.144 0.084 -0.013 0.28
H -5.8329 0.0156 3.3621 -0.071 -0.014 0.014 0.36
H -4.8916 -1.1922 2.4732 0.029 0.065 -0.023 0.22
H -6.6376 -1.3438 2.5551 -0.029 0.016 -0.053 0.41
O 2.0089 -5.2385 -2.1482 -1.871 -0.267 1.514 -0.83
P 2.8672 -4.6279 -1.1103 4.210 0.714 -1.466 0.40
N 3.1300 -3.0378 -1.5880 -0.423 0.106 0.067 0.14
C 4.1104 -2.1426 -0.9898 0.158 0.197 0.327 -0.67
C 1.9297 -2.2842 -1.9669 -0.201 -0.135 -0.397 -1.04
N 4.3153 -5.5487 -1.2551 -0.034 0.089 -0.252 0.33
C 5.6135 -4.9167 -1.3985 0.108 -0.005 0.327 -1.19
C 4.2254 -6.7347 -2.0960 -0.065 -0.056 -0.099 -1.06
N 3.0044 -4.4532 0.5850 -2.024 -1.086 0.074 0.18
C 3.3448 -5.6635 1.3541 0.255 -0.027 0.084 -1.01
C 1.7481 -3.9097 1.1544 0.146 0.512 -0.076 -0.88
H 3.8365 -1.8153 0.0200 -0.044 0.002 -0.019 0.21
H 4.1897 -1.2455 -1.6027 -0.176 0.009 -0.010 0.40
H 5.1050 -2.5712 -0.9533 -0.113 -0.108 0.060 0.15
H 1.4101 -1.8607 -1.0994 0.078 0.096 -0.020 0.24
H 1.2355 -2.9238 -2.5095 0.051 -0.082 0.045 0.34
H 2.2034 -1.4539 -2.6178 0.081 0.024 0.061 0.35
H 5.6970 -4.3214 -2.3166 0.040 0.028 0.030 0.33
H 6.3894 -5.6862 -1.4230 -0.065 -0.060 -0.058 0.42
H 5.8431 -4.2885 -0.5378 -0.048 0.023 -0.041 0.32
H 4.2871 -6.5020 -3.1667 -0.018 -0.032 -0.003 0.31
H 3.2950 -7.2678 -1.9228 -0.045 0.066 -0.039 0.35
H 5.0461 -7.4125 -1.8423 0.054 0.076 0.017 0.32
H 2.6760 -6.5054 1.1465 -0.024 -0.007 0.048 0.34
H 3.2774 -5.4249 2.4170 -0.107 0.059 -0.022 0.41
H 4.3656 -5.9746 1.1583 -0.022 0.006 -0.163 0.28
H 0.8980 -4.5838 1.0044 0.008 -0.032 0.071 0.34
H 1.5092 -2.9483 0.6996 0.024 -0.030 -0.053 0.07
H 1.8714 -3.7372 2.2229 0.059 -0.016 0.003 0.43
```
Forces are in eV/Å.

Computed properties:
total charge: -1
HOMO energy: -3.4 eV
Kohn-Sham gap: 5.63 eV

---

The highest total charge belongs to which entry?
C7H13N

---

The lowest total charge belongs to which entry?
C18H53FN6O3P3

---

Which of these has the highest total charge?
C7H13N